1.
# C33H35BrF6IrN6O7S3

A molecular structure, C33H35BrF6IrN6O7S3 in a non-equilibrium geometry (ωB97M-V with the def2-TZVPD basis set, OMol25).

The geometry in XYZ format:
```
92
Properties=species:S:1:pos:R:3:forces:R:3:lowdin_spin:R:1
Ir -0.357433 -0.152435 0.479341 -0.22 0.74 -2.92 0.8675
C -1.437385 -3.021245 -0.680708 -0.16 0.00 -0.04 0.0039
N -0.119764 -2.427560 -0.453015 0.14 0.37 0.34 0.0668
C 0.598644 -2.333933 -1.722898 0.01 -0.01 -0.04 0.0014
C 0.637713 -3.250996 0.511590 0.03 0.16 -0.03 0.0017
C 1.692488 -2.484186 1.267391 -0.35 -0.27 0.53 -0.0010
C 2.959327 -2.308912 0.719189 0.20 -0.03 0.16 -0.0004
C 4.003376 -1.768543 1.444458 -0.02 -0.10 0.12 -0.0003
C 3.791901 -1.360930 2.757384 0.10 -0.06 -0.21 -0.0003
C 2.544984 -1.503977 3.322862 -0.52 -0.21 -0.09 0.0001
C 1.499152 -2.083192 2.597784 1.52 0.26 -0.89 -0.0007
H -1.342115 -4.068420 -0.995579 0.04 -0.07 -0.04 0.0027
H -1.960489 -2.459731 -1.455370 0.21 -0.14 0.08 -0.0001
H -2.027836 -2.981057 0.233431 0.05 0.00 0.03 0.0001
H 0.690538 -3.322669 -2.190339 0.04 -0.05 0.00 0.0011
H 1.588179 -1.922257 -1.552975 0.06 0.03 -0.04 0.0003
H 0.059622 -1.671095 -2.395843 -0.10 0.04 0.02 0.0001
H 1.121232 -4.078340 -0.026180 -0.09 -0.05 0.08 0.0012
H -0.060759 -3.681867 1.231407 0.00 -0.04 -0.20 0.0000
H 3.138114 -2.643516 -0.290590 0.03 -0.09 -0.11 0.0000
H 4.977021 -1.679906 0.989140 0.12 0.05 -0.03 0.0000
H 4.596347 -0.940086 3.338943 0.10 0.07 0.06 0.0000
H 2.339819 -1.194421 4.335292 0.02 0.04 0.16 0.0001
F 1.972496 3.801233 4.171914 -0.27 -0.17 0.22 0.0001
C 1.913357 2.802074 3.302919 -0.18 0.18 -0.37 0.0005
F 3.057735 2.115015 3.386268 -0.14 -0.39 0.21 0.0000
F 1.868729 3.330099 2.074530 -0.13 -0.04 0.04 0.0001
S 0.406517 1.682633 3.533202 1.16 0.94 -0.09 0.0019
O 0.591800 0.717350 2.475030 0.09 -0.55 -0.03 0.0147
O 0.511192 1.179017 4.857651 -0.23 0.01 0.52 0.0015
N -0.737098 2.720436 3.297061 0.06 -0.38 0.41 0.0002
S -1.792136 2.597748 2.144984 -0.01 1.04 -1.51 0.0029
O -1.906641 1.293927 1.539167 0.12 -0.57 0.11 0.0179
O -3.006010 3.259794 2.461838 -0.11 0.21 0.40 0.0008
C -1.026425 3.642007 0.757029 0.03 -0.28 -0.39 0.0002
F -1.914459 3.916829 -0.195990 -0.16 -0.13 0.40 0.0001
F -0.527042 4.791811 1.198963 -0.10 0.01 0.33 0.0001
F -0.022320 2.961721 0.172318 -0.04 0.08 0.28 0.0013
Br -1.433240 -5.329793 7.247684 -0.11 0.22 -0.18 0.0000
C -2.108216 -4.046734 6.002550 -0.25 -0.47 0.62 0.0000
C -3.419060 -3.605590 6.139135 0.36 0.21 -0.50 0.0011
C -3.905573 -2.706551 5.193191 -0.19 -0.30 0.47 -0.0001
C -3.114570 -2.255796 4.163416 1.12 0.05 -0.53 0.0010
C -1.770735 -2.675242 4.057566 -1.37 -0.88 1.79 0.0006
C -1.281395 -3.606266 5.001396 -0.04 0.60 -0.76 0.0011
C -0.900349 -2.148714 3.046477 0.60 1.63 -3.13 0.0061
O 0.401676 -2.390470 3.347226 -1.63 -0.05 0.26 0.0001
O -1.292373 -1.562428 2.006809 0.53 -1.53 3.14 0.0210
H -4.037428 -3.955563 6.949544 -0.04 -0.04 0.06 0.0001
H -4.921554 -2.357908 5.283589 -0.13 0.07 -0.04 0.0000
H -3.491439 -1.555417 3.436783 -0.07 0.15 -0.10 0.0000
H -0.271346 -3.974707 4.920292 0.05 0.02 0.08 0.0001
C -4.491617 -2.903230 -3.397976 -0.06 -0.01 -0.01 0.0003
C -4.405311 -1.653211 -2.587063 0.04 0.34 0.18 0.0004
C -5.518019 -1.067725 -1.991862 0.19 0.17 0.13 -0.0043
C -5.289370 0.085070 -1.254157 0.16 -0.32 -0.26 0.0007
N -4.079842 0.612284 -1.127330 -0.17 0.58 0.57 -0.0041
C -3.069919 -0.016949 -1.697969 -0.38 -0.55 -0.19 -0.0041
S -1.472261 0.657433 -1.598064 1.72 -0.22 1.41 -0.0333
N -3.192771 -1.124618 -2.426774 -0.21 -0.37 -0.47 -0.0043
H -5.445078 -2.961197 -3.916743 -0.06 -0.09 -0.05 0.0000
H -4.405971 -3.765169 -2.735679 0.00 -0.11 -0.02 0.0001
H -3.675460 -2.937245 -4.114687 0.01 -0.02 -0.02 0.0000
H -6.500220 -1.494719 -2.101321 -0.18 -0.02 -0.01 -0.0003
H -6.078592 0.616735 -0.744137 -0.24 0.01 0.00 0.0001
C 3.106855 5.127788 -4.987408 -0.08 -0.26 -0.03 0.0000
C 2.699076 3.693590 -5.316110 0.30 0.07 -0.17 0.0000
N 2.235945 2.988962 -4.129506 0.07 0.09 -0.08 0.0000
C 0.834170 3.121812 -3.797204 -0.39 -0.25 -0.04 0.0000
C -0.024301 2.143280 -4.602186 0.12 0.29 0.16 -0.0005
C 3.164350 2.316134 -3.421337 -0.07 0.03 -0.02 0.0001
O 4.316492 2.194563 -3.814012 0.24 0.00 0.06 -0.0001
C 2.841056 1.787317 -2.052013 0.61 -0.01 0.43 0.0004
C 3.818876 2.073222 -1.083758 -0.54 -0.34 -0.02 0.0020
C 3.688074 1.518938 0.175926 0.21 0.24 -0.35 0.0004
C 2.585758 0.741558 0.455114 -0.36 -0.16 -0.37 0.0036
N 1.631978 0.482316 -0.452149 -0.53 0.41 0.48 0.0209
C 1.781770 0.976924 -1.691179 -0.01 -0.04 0.08 0.0044
H 3.478909 5.616443 -5.883715 0.02 0.13 -0.07 0.0000
H 3.895898 5.127730 -4.240047 0.10 0.00 0.06 0.0000
H 2.263235 5.696702 -4.601691 -0.06 0.09 0.02 0.0000
H 3.562785 3.149666 -5.705214 -0.23 0.07 -0.05 0.0000
H 1.906044 3.688787 -6.065033 -0.01 -0.08 0.02 0.0000
H 0.526028 4.145342 -4.030606 0.04 -0.03 0.15 0.0000
H 0.690850 2.962256 -2.727420 -0.05 0.13 -0.08 0.0000
H 0.074936 2.336617 -5.668497 -0.01 0.00 -0.10 0.0000
H -1.067204 2.250011 -4.319875 -0.14 -0.04 0.00 -0.0004
H 0.279707 1.117115 -4.413493 -0.02 -0.12 0.03 -0.0001
H 4.655551 2.703715 -1.344135 0.07 -0.03 -0.05 0.0001
H 4.430433 1.689225 0.939288 0.03 0.04 0.11 0.0001
H 2.451121 0.310988 1.431157 -0.09 0.07 -0.02 0.0001
H 1.019273 0.690302 -2.398392 -0.15 0.04 -0.05 0.0003
```
Positions in Å, forces in eV/Å.

Values from the calculation:
E, eV: -179752.2357
Maximum force, hartree/bohr: 0.0696
ΔE to the lowest compared entry with this formula, charge and spin, kJ/mol: 360.9
⟨S²⟩: 0.7665
Gap between HOMO and LUMO (spin up / spin down), eV: 6.65 / 6.73
Highest occupied orbital energy (spin up / spin down), eV: -7.48 / -7.59
2S+1: 2

***

2.
# H4N2O2

2 unconnected molecules or ions with the total composition H4N2O2 in a non-equilibrium geometry (ωB97M-V with the def2-TZVPD basis set, OMol25).

The geometry in XYZ format:
```
8
Properties=species:S:1:pos:R:3:forces:R:3:nbo_charge:R:1
N -1.199054 1.174261 -0.800054 -0.97 0.05 -0.17 -0.3420
N 1.445788 -0.960377 0.864303 -0.76 -2.64 0.45 -0.3469
O -1.010516 0.585053 0.306647 -0.07 0.00 1.06 -0.3214
O 1.053106 -0.103894 0.008902 0.51 -1.11 -0.32 -0.3121
H -2.127290 0.972371 -1.149835 0.02 0.14 -0.72 0.3343
H -0.898915 2.139371 -0.860826 0.17 0.19 -0.02 0.3318
H 1.029586 -1.993795 1.008067 0.70 2.99 -1.14 0.3273
H 1.730048 -0.578156 1.736559 0.40 0.40 0.87 0.3292
```
Positions in Å, forces in eV/Å.

Values from the calculation:
E, eV: -7134.3950
Maximum force, hartree/bohr: 0.0637
ΔE to the lowest compared entry with this formula, charge and spin, kJ/mol: 195.0
Gap between HOMO and LUMO (spin up / spin down), eV: 9.60 / 9.17
Highest occupied orbital energy (spin up / spin down), eV: -8.66 / -8.34

***

3.
# CH3NO

CH3NO in the gas phase in a non-equilibrium geometry (ωB97M-V with the def2-TZVPD basis set, OMol25).

The geometry in XYZ format:
```
6
Properties=species:S:1:pos:R:3:forces:R:3:nbo_charge:R:1
N -0.559354 0.329948 -0.259664 1.17 0.14 -2.38 -0.8234
C 0.535929 -0.311564 0.213123 1.54 -0.37 -1.58 0.5212
O 1.579742 -0.563964 -0.407684 -2.23 0.46 1.51 -0.6043
H -0.625299 0.664083 -1.271974 -0.06 -0.56 2.40 0.4186
H -1.202894 0.467328 0.474450 -1.35 0.63 -0.09 0.3932
H 0.271877 -0.585830 1.251749 0.92 -0.30 0.13 0.0948
```
Positions in Å, forces in eV/Å.

Values from the calculation:
E, eV: -4623.1296
Maximum force, hartree/bohr: 0.0532
ΔE to the lowest compared entry with this formula, charge and spin, kJ/mol: 28.1
Gap between HOMO and LUMO, eV: 11.02
Highest occupied orbital energy, eV: -10.11

***

4.
# C28H45BrIrN2OP2

A molecular structure, C28H45BrIrN2OP2 in a non-equilibrium geometry (ωB97M-V with the def2-TZVPD basis set, OMol25).

The geometry in XYZ format:
```
80
Properties=species:S:1:pos:R:3:forces:R:3:lowdin_spin:R:1
C -1.036327 -0.172297 -6.593144 -0.23 0.66 0.38 0.0762
C -0.742295 0.855682 -5.674271 -0.32 -0.13 -0.30 -0.0050
C -1.549365 2.009649 -5.652220 -0.08 -0.75 -0.40 0.0759
C -2.648814 2.063425 -6.518272 -1.22 1.04 -0.42 0.0744
N -2.916764 1.073988 -7.368733 3.27 -0.36 2.47 0.7523
C -2.154044 -0.019323 -7.416332 -0.93 -0.84 -1.37 0.0751
C 0.320346 0.695815 -4.727238 1.04 0.36 0.83 0.1353
C 1.201119 0.662557 -3.876149 -0.64 -0.24 -0.93 -0.0075
C 2.047750 0.484501 -2.753893 -0.65 0.09 -0.55 0.1656
C 2.490848 -0.810493 -2.402805 0.38 -0.96 0.60 0.0159
C 2.767232 -1.098257 -1.072533 -0.10 0.55 -1.48 0.1138
C 2.404260 -0.075480 -0.164237 0.33 0.09 0.13 0.2743
C 2.524014 1.283587 -0.540129 0.08 0.35 -1.57 0.1238
C 2.279133 1.567169 -1.876485 0.58 0.48 1.14 0.0074
Ir 1.350418 -0.690841 1.348044 0.07 -0.53 1.72 1.5696
P -0.571403 -0.882492 0.165475 -0.81 -0.34 -1.73 0.0381
H -1.356155 2.832531 -4.964906 -0.18 -0.14 -0.32 0.0064
H -0.426987 -1.078491 -6.644389 -0.38 0.30 -0.18 0.0064
H -3.321657 2.924833 -6.506092 0.12 -0.15 -0.10 0.0154
H -2.434100 -0.811045 -8.119072 0.03 0.24 0.09 0.0158
H 2.220879 2.587136 -2.259286 -0.02 -0.23 0.20 -0.0016
H 2.492285 -1.590781 -3.164678 0.17 0.17 0.19 -0.0005
H 2.759823 2.038874 0.195001 -0.27 0.07 -0.07 0.0064
H 3.153769 -2.044896 -0.712393 -0.37 -0.06 -0.30 0.0051
C -1.924736 -1.490341 1.239341 0.30 0.15 0.84 0.0036
C -3.349944 -1.110832 0.879966 -0.62 0.24 -0.25 0.0006
H -1.670786 -1.158129 2.259248 -0.32 -0.12 -0.52 0.0011
H -1.824037 -2.582585 1.263211 0.21 0.15 -0.03 0.0001
H -4.024529 -1.430485 1.687011 0.27 0.08 -0.17 0.0002
H -3.484015 -0.027303 0.758327 0.04 -0.24 0.05 0.0000
H -3.705612 -1.607495 -0.028670 0.12 0.11 0.13 0.0000
C -0.959709 0.600826 -0.853141 0.03 0.27 0.51 0.0098
C -2.004632 0.423545 -1.961707 -0.22 -0.03 -0.15 0.0039
H 0.000613 0.908447 -1.298392 -0.38 -0.16 0.26 0.0001
H -1.248748 1.405780 -0.162306 0.04 -0.24 -0.31 0.0007
H -2.279323 1.415241 -2.351362 0.04 -0.27 0.20 0.0005
H -1.590874 -0.138613 -2.810734 -0.17 -0.03 0.33 0.0009
H -2.922991 -0.066734 -1.606521 0.34 0.22 -0.21 0.0001
C -0.315953 -2.180581 -1.117713 0.56 0.01 0.18 0.0042
C -1.548392 -2.997389 -1.497375 -0.24 -0.05 -0.11 0.0012
H 0.465004 -2.844471 -0.714333 -0.26 0.11 -0.22 0.0004
H 0.122504 -1.671219 -1.991064 -0.23 -0.19 0.28 -0.0005
H -1.250632 -3.742958 -2.245988 -0.14 0.15 0.20 0.0002
H -1.954295 -3.535127 -0.633246 0.05 0.05 -0.28 0.0000
H -2.345293 -2.378663 -1.931419 0.23 -0.21 0.13 0.0000
Br 0.443100 -0.967176 3.654782 0.06 0.64 -0.19 0.3885
P 0.339780 1.943387 2.586073 -1.02 2.19 1.50 0.5130
C -1.485252 2.054706 2.386778 0.03 -0.81 -0.63 0.0470
C -2.213257 2.953804 3.377514 -0.18 0.28 0.36 0.0213
H -1.850882 1.016363 2.456910 -0.12 0.38 -0.02 0.0033
H -1.678603 2.396710 1.357623 0.12 -0.05 0.35 -0.0002
H -3.252094 3.064521 3.041386 0.22 -0.05 0.08 0.0049
H -2.239978 2.514411 4.379178 -0.01 0.16 -0.18 0.0005
H -1.780359 3.959893 3.429753 -0.09 -0.28 0.07 0.0001
C 0.726500 2.224774 4.360012 0.41 -0.80 0.15 0.0495
C 1.554824 3.443730 4.739462 0.07 0.40 0.08 0.0091
H 1.273706 1.306562 4.626238 -0.14 0.49 0.22 0.0062
H -0.218909 2.200270 4.915114 0.13 -0.13 -0.20 0.0056
H 1.915382 3.307995 5.768297 -0.07 0.02 -0.32 0.0025
H 2.428177 3.567051 4.090580 -0.08 0.05 0.20 0.0011
H 0.960409 4.364630 4.728621 0.20 -0.24 0.00 0.0000
C 1.021455 3.325019 1.596993 0.83 -0.65 -0.70 0.0888
C 0.387156 4.689321 1.812231 -0.38 0.47 0.27 0.0421
H 0.912850 3.023232 0.542428 -0.01 0.17 0.28 0.0020
H 2.101315 3.355726 1.813479 -0.25 0.05 -0.08 -0.0001
H 0.874337 5.406824 1.142832 -0.01 -0.16 0.07 0.0101
H -0.678849 4.689318 1.563041 0.18 0.03 0.10 0.0006
H 0.529657 5.055869 2.833709 -0.14 -0.09 -0.30 0.0004
C 1.534510 -4.592335 3.488365 -0.23 -0.13 0.44 0.0085
N 2.394541 -4.609511 2.311095 -0.11 1.74 -1.55 0.0224
C 3.389639 -5.651388 2.160533 0.81 -0.74 -0.34 0.0038
C 2.298908 -3.643485 1.407045 0.59 -2.18 1.64 0.0165
O 1.450405 -2.728143 1.598259 -0.13 -0.35 -0.69 0.1752
H 1.771320 -5.495906 4.050589 -0.22 0.26 0.09 0.0004
H 0.476359 -4.604877 3.203621 0.23 -0.04 -0.04 0.0019
H 1.715075 -3.708976 4.110732 0.11 -0.19 -0.15 0.0061
H 3.343362 -6.069346 1.142093 -0.01 -0.02 0.49 0.0008
H 4.404148 -5.249348 2.320475 -0.42 -0.21 0.12 0.0011
H 3.171215 -6.424329 2.905767 0.26 0.10 -0.43 0.0003
H 2.942463 -3.715568 0.513999 -0.18 0.04 0.41 0.0007
```
Positions in Å, forces in eV/Å.

Values from the calculation:
E, eV: -126206.1282
Maximum force, hartree/bohr: 0.0801
ΔE to the lowest compared entry with this formula, charge and spin, kJ/mol: 0.0
⟨S²⟩: 8.8253
Gap between HOMO and LUMO (spin up / spin down), eV: 5.79 / 5.42
Highest occupied orbital energy (spin up / spin down), eV: -18.50 / -19.84
Total charge: +4
2S+1: 6